A 2-piece molecular cluster, C5H7NO overall. Source: the OMol25 dataset; level of theory: ωB97M-V/def2-TZVPD.

Structure (ORCA input):
```
! wB97M-V def2-TZVPD RIJCOSX def2/J DEFGRID3
* xyz 0 1
C -1.42297 1.11480 -0.20840
C 3.08733 0.50979 -1.11173
C 2.70230 -0.57398 -0.78005
C -0.36641 0.17958 -0.72091
C -0.43302 0.20695 1.48650
N -1.42418 0.94664 1.18254
O 0.20976 -0.44080 0.42024
H -2.36900 0.93103 -0.72176
H 3.22266 1.49965 -1.37742
H -1.38346 2.21798 -0.37690
H 2.31985 -1.54577 -1.06914
H -0.84170 -0.62453 -1.24168
H 0.34295 0.65911 -1.36204
H -0.11511 0.14825 2.51501
*
```

## Properties
E, eV: -8832.1800
M, g/mol: 97.12

***

C19H20BBiF6NO6S6Sb as an isolated structure. Source: the OMol25 dataset; level of theory: ωB97M-V/def2-TZVPD.

Structure (ORCA input):
```
! wB97M-V def2-TZVPD RIJCOSX def2/J DEFGRID3
* xyz -2 1
Bi 1.24265 -0.49098 0.49929
C -2.45155 1.25842 -2.57171
C -0.99445 1.54501 -2.32004
C 0.00030 0.84302 -2.99375
C 1.33957 1.14017 -2.79168
C 1.70358 2.13932 -1.89827
C 0.72009 2.84042 -1.21671
C -0.62048 2.54442 -1.42680
H -3.01649 1.29440 -1.64071
H -2.58692 0.27566 -3.02644
H -2.87319 2.00543 -3.25036
H -0.27965 0.05576 -3.68530
H 2.10454 0.58067 -3.31172
H 2.75136 2.35301 -1.73147
H 0.98261 3.61214 -0.50519
H -1.37859 3.08165 -0.87002
F -4.21927 0.17378 0.05591
C -4.14652 -0.16571 1.35001
F -4.40273 -1.47225 1.45356
F -5.12771 0.48724 1.99353
S -2.47017 0.25946 2.04807
O -1.56010 -0.39330 1.14564
O -2.53604 -0.17777 3.40851
N -2.64528 1.83661 1.87697
S -1.49930 2.81668 2.33443
O -0.15798 2.34107 2.16541
O -1.80550 4.15202 1.91217
C -1.64265 2.91811 4.20248
F -2.92012 2.92000 4.60617
F -1.00203 1.92713 4.80904
F -1.09067 4.07180 4.62218
S 3.19777 -0.95379 -0.94540
Sb 3.65548 -2.88417 0.60950
S 0.20809 -2.77057 -0.29684
S 2.37949 -1.57787 2.37134
S 5.84963 -2.58858 1.15289
C -5.92430 -5.16057 -4.92004
C -5.39220 -3.77708 -5.33053
C -4.46814 -3.97102 -6.53546
C -6.55668 -2.87679 -5.76323
C -4.66409 -3.18177 -4.12371
C -5.39003 -2.87418 -2.97258
C -4.78700 -2.47721 -1.78146
C -3.41109 -2.41343 -1.75948
O -2.56458 -2.22331 -0.71484
B -1.26475 -2.42687 -1.21159
O -1.34866 -2.64164 -2.61165
C -2.67307 -2.68033 -2.91080
C -3.27272 -3.04820 -4.09770
H -6.40170 -5.65875 -5.76880
H -6.64964 -5.07893 -4.11063
H -5.09864 -5.78335 -4.57297
H -5.03699 -4.38920 -7.36851
H -3.65994 -4.66476 -6.30293
H -4.03845 -3.02058 -6.85567
H -7.07543 -3.32091 -6.61694
H -6.18400 -1.89360 -6.05499
H -7.28050 -2.73730 -4.96122
H -6.46881 -2.97232 -2.97576
H -5.36921 -2.27377 -0.89382
H -2.65445 -3.27060 -4.95516
*
```

## Properties
E, eV: -128181.5636
M, g/mol: 1006.31

***

A 40-piece molecular cluster, H80O40 overall. Source: the OMol25 dataset; level of theory: ωB97M-V/def2-TZVPD.

Structure (ORCA input):
```
! wB97M-V def2-TZVPD RIJCOSX def2/J DEFGRID3
* xyz 0 1
H 0.87485 2.64484 -4.21537
H 1.37669 1.31811 -3.32148
O 1.52772 2.23982 -3.59308
H 1.22296 2.27104 5.57268
H 1.17526 0.78501 5.69826
O 0.56948 1.54070 5.65686
H 4.62304 3.97676 1.07992
H 4.10794 5.43363 1.13151
O 3.94960 4.55150 1.47305
H -2.70205 -4.58922 1.65651
H -2.64129 -4.44829 0.17178
O -2.55128 -5.10656 0.88117
H -4.86791 -1.46052 -1.76160
H -5.53358 -2.35486 -2.61992
O -4.72776 -2.38159 -2.09379
H 1.70827 3.65949 -3.00895
O 1.79257 4.67261 -2.87508
H 1.03088 2.95259 -0.03442
O 0.82266 3.18487 0.87240
H 2.06980 -6.33546 -1.17859
H 1.06239 -5.10307 -0.75557
O 1.68588 -5.48151 -1.36436
H 1.74637 5.59842 0.47544
H 2.37388 5.87736 -0.93517
O 2.23839 6.24616 -0.04419
H -6.01070 -1.96928 0.70208
H -5.73468 -0.81372 1.74260
O -5.72892 -1.78623 1.61768
H 5.12955 -0.45660 -0.39960
H 4.63968 -2.08639 -0.56786
O 4.67022 -1.23873 -0.09308
H -0.55613 5.91638 -2.08053
O -0.82943 5.31250 -2.76891
H 4.18159 2.28813 -4.39928
H 2.86847 3.04171 -4.71126
O 3.65823 2.70080 -5.10368
H 3.06546 1.62308 2.80890
H 3.34696 2.38601 1.70128
O 3.35571 1.44120 1.90322
H 4.27060 -2.46801 1.81965
H 4.20765 -3.87293 1.50297
O 4.07039 -3.28530 2.25768
H -1.85931 1.20758 4.04275
H -0.49437 1.91334 4.46446
O -1.15996 1.80189 3.75685
H -1.29706 -0.67556 4.53748
H -2.49790 -1.51146 4.52243
O -2.21797 -0.66636 4.87462
H -2.05601 3.97198 -1.12022
H -1.98665 3.62082 0.39826
O -2.53340 4.06553 -0.23778
H 4.33077 -0.99971 -4.59188
O 3.98572 -0.18000 -4.22137
H 4.78270 -0.02113 2.07540
H 6.01443 -0.52012 3.08200
O 5.38863 0.13548 2.78908
H 2.00097 -1.62813 4.92061
O 1.34018 -1.70482 5.63791
H -0.50211 3.65026 2.43913
H -1.43753 4.86014 2.62523
O -1.41287 3.93173 2.38957
H -0.43489 -3.29475 2.60044
H 0.46050 -3.90395 3.61805
O -0.09713 -3.12246 3.48219
H -1.42425 -1.22598 -3.32288
H -0.39939 -2.46936 -2.95090
O -0.75339 -1.58434 -2.71852
H 0.75795 -1.05922 -2.82269
H 1.01615 -0.03850 -4.08028
O 1.40253 -0.40398 -3.25293
H 2.90303 -3.83459 -3.28309
H 2.23239 -5.25930 -3.00209
O 2.75939 -4.71849 -3.61225
H 1.98487 -0.20346 3.17797
H 0.42351 0.47094 3.17124
O 1.12942 -0.06659 3.61757
H -5.70232 1.82949 -1.15633
H -4.32356 2.25846 -1.66404
O -4.80365 1.50636 -1.27259
H -3.52128 -0.28849 -2.95670
H -2.49214 0.85261 -3.03595
O -2.68360 -0.06161 -3.36232
H -0.89757 -5.68885 1.09694
H 0.17422 -6.26992 1.96568
O 0.06649 -5.51061 1.37281
H 2.50571 -2.03161 -0.34544
H 1.08855 -1.89283 -0.92407
O 2.00029 -2.18120 -1.16291
H -3.10138 2.06478 1.90474
O -3.22761 1.18843 2.32171
H -5.52313 1.32928 1.81808
H -6.06798 1.09910 0.50361
O -6.34486 1.01603 1.40084
H 3.18494 -0.50907 -3.79794
H 2.69278 4.66505 -3.21333
H 0.58212 -1.82873 5.06297
H 0.98186 2.32245 1.26574
H -0.02851 5.12682 -3.24612
H -2.32984 0.98760 2.63905
O -1.05480 -5.05366 -2.72698
H -0.29221 -4.95075 -2.13768
H -0.96697 -5.69873 -3.42355
O 3.13861 0.63628 -1.29470
H 3.23799 0.29108 -0.39870
H 2.55126 0.10792 -1.85655
O -2.44453 2.69776 -2.69935
H -1.52353 2.47307 -2.52853
H -2.55785 3.41497 -3.32116
O -2.16956 -1.69149 1.49335
H -2.26497 -1.08778 0.74511
H -2.84786 -1.71227 2.16052
O -0.34622 0.26825 1.28350
H -0.05765 -0.59413 1.60496
H -0.99543 0.83895 1.67204
O -0.24989 1.32791 -5.24108
H -0.78742 2.09924 -5.48555
H -0.46609 0.56513 -5.79288
O -4.24258 -3.69410 2.21656
H -5.05702 -4.05519 1.86040
H -4.72119 -3.12787 2.84966
*
```

## Properties
E, eV: -83197.3956
M, g/mol: 720.60